No. 1
# C31H25CrN5SSeTe

A molecular structure, C31H25CrN5SSeTe (wB97M-V/def2-TZVPD, the OMol25 dataset).

Summary:
Charge: 0
Maximum force: 0.78 eV/A
Lowest unoccupied orbital energy (spin up / spin down): -1.15 / -1.14 eV
Energy above the lowest of the compared OMol25 structures with the same formula, charge and spin: 0.062 eV
Multiplicity: 5
HOMO level (spin up / spin down): -0.2185 / -0.2396 Eh

Geometry (Å):
Cr: -0.01 0.10 0.26
C: 0.43 -1.92 -2.30
C: 1.29 -2.29 -1.13
C: 2.20 -3.37 -1.28
C: 3.00 -3.72 -0.24
C: 2.92 -3.03 0.98
C: 3.73 -3.36 2.08
C: 3.61 -2.66 3.25
C: 2.66 -1.62 3.36
C: 1.84 -1.26 2.31
S: 0.65 0.00 2.52
C: 1.98 -1.98 1.08
N: 1.19 -1.63 0.00
H: 1.00 -1.99 -3.23
H: 0.06 -0.90 -2.21
H: -0.42 -2.61 -2.38
H: 2.25 -3.88 -2.24
H: 3.71 -4.53 -0.35
H: 4.45 -4.17 1.98
H: 4.23 -2.90 4.10
H: 2.57 -1.09 4.29
Se: -7.31 1.65 -1.54
N: -5.93 2.65 -1.02
C: -4.94 1.84 -0.76
C: -3.63 2.30 -0.29
C: -3.32 3.63 -0.01
C: -2.06 3.91 0.48
C: -1.13 2.89 0.63
N: -1.40 1.63 0.30
C: -2.65 1.34 -0.11
C: -2.91 -0.10 -0.31
N: -1.87 -0.90 -0.05
C: -2.08 -2.21 -0.10
C: -3.30 -2.77 -0.45
C: -4.36 -1.94 -0.77
C: -4.17 -0.56 -0.68
C: -5.21 0.43 -0.95
N: -6.41 0.12 -1.36
H: -4.07 4.40 -0.16
H: -1.77 4.92 0.74
H: -0.14 3.07 1.02
H: -1.23 -2.83 0.16
H: -3.41 -3.84 -0.49
H: -5.33 -2.33 -1.07
C: 0.86 7.55 0.10
C: 1.10 6.09 -0.18
C: 0.51 5.46 -1.26
C: 0.73 4.11 -1.54
C: 0.01 3.49 -2.70
C: 1.60 3.37 -0.72
Te: 1.94 1.31 -1.13
C: 2.21 4.00 0.38
C: 3.13 3.28 1.33
C: 1.95 5.34 0.62
H: 0.13 7.97 -0.59
H: 1.78 8.13 0.01
H: 0.48 7.70 1.12
H: -0.16 6.02 -1.91
H: -0.62 4.23 -3.20
H: -0.62 2.66 -2.37
H: 0.70 3.07 -3.43
H: 2.92 2.21 1.38
H: 3.04 3.70 2.33
H: 4.17 3.39 1.01
H: 2.42 5.81 1.48

Results of the Mulliken charge analysis, in e, for atoms 1 through 4: 0.276 -1.442 0.982 -0.971



No. 2
# C17H37BF4N13O5

9 unconnected molecules or ions with the total composition C17H37BF4N13O5 in a non-equilibrium geometry (wB97M-V/def2-TZVPD, the OMol25 dataset).

Summary:
Charge: -1
Maximum force: 7.71 eV/A
Lowest unoccupied orbital energy: 2.06 eV
Multiplicity: 1
HOMO level: -0.2365 Eh

Geometry (Å):
B: -1.89 -0.45 -0.65
F: -2.07 -1.66 -1.30
F: -1.96 -0.64 0.68
F: -0.62 0.01 -1.03
F: -2.74 0.48 -1.18
C: 1.82 -4.23 -4.45
O: 1.05 -3.82 -5.34
N: 1.57 -4.19 -3.13
N: 3.03 -4.72 -4.59
H: 2.33 -4.28 -2.47
H: 0.61 -3.89 -3.00
H: 3.76 -4.63 -3.91
H: 3.15 -5.08 -5.53
C: -0.99 0.93 -5.96
O: -0.64 0.95 -7.13
N: -1.50 1.91 -5.28
N: -0.98 -0.15 -5.30
H: -1.80 2.71 -5.83
H: -1.51 1.84 -4.27
H: -0.68 -1.02 -5.72
H: -1.24 -0.13 -4.32
C: 1.36 4.52 -0.96
O: 1.42 4.24 -2.10
N: 0.60 3.96 -0.12
N: 2.07 5.49 -0.51
H: 0.10 3.09 -0.22
H: 0.81 4.10 0.86
H: 2.65 5.81 -1.27
H: 2.16 5.75 0.46
C: -4.17 -5.32 -2.75
O: -4.66 -6.44 -3.10
N: -3.46 -4.67 -3.58
N: -4.54 -4.73 -1.67
H: -3.17 -5.13 -4.43
H: -3.25 -3.73 -3.27
H: -5.12 -5.21 -0.99
H: -4.25 -3.78 -1.50
C: 3.76 1.17 -4.55
O: 4.61 0.49 -5.21
N: 3.37 2.28 -5.00
N: 3.14 0.70 -3.45
H: 3.69 2.61 -5.90
H: 2.69 2.77 -4.43
H: 2.35 1.23 -3.10
H: 3.46 -0.15 -3.00
C: -3.32 3.30 3.58
C: -3.45 4.77 3.42
C: -2.50 5.27 4.56
C: -1.13 5.50 4.05
N: -0.10 5.64 3.57
H: -2.51 2.86 4.16
H: -3.38 2.79 2.61
H: -4.11 2.80 4.14
H: -4.47 5.07 3.66
H: -3.25 5.35 2.52
H: -2.48 4.57 5.39
H: -2.80 6.19 5.06
N: 2.59 -0.78 1.61
C: 3.63 0.08 1.92
C: 4.07 -0.28 3.12
C: 3.29 -1.31 3.61
C: 2.39 -1.62 2.65
H: 1.91 -0.64 0.88
H: 3.90 0.75 1.12
H: 4.86 0.25 3.63
H: 3.44 -1.75 4.59
H: 1.66 -2.41 2.60
N: -0.13 -3.56 7.16
C: 0.32 -2.35 7.74
C: -0.05 -1.38 6.90
C: -0.70 -1.99 5.79
C: -0.71 -3.32 5.96
H: -0.04 -4.54 7.40
H: 0.72 -2.32 8.74
H: 0.15 -0.33 7.06
H: -1.02 -1.44 4.91
H: -1.10 -4.16 5.41

Results of the Mulliken charge analysis, in e, for atoms 1 through 4: 0.525 -0.378 -0.331 -0.394



No. 3
# C4H15NO3

4 unconnected molecules or ions with the total composition C4H15NO3 in a non-equilibrium geometry (wB97M-V/def2-TZVPD, the OMol25 dataset).

Summary:
Charge: 0
Maximum force: 2.93 eV/A
Lowest unoccupied orbital energy: 0.43 eV
Energy above the lowest of the compared OMol25 structures with the same formula, charge and spin: 0.598 eV
Multiplicity: 1
HOMO level: -0.3382 Eh

Geometry (Å):
C: 0.28 2.02 -1.01
C: -1.06 1.88 -0.34
C: -1.08 0.45 0.18
N: 0.31 0.19 0.64
C: 1.14 0.94 -0.35
H: 0.65 3.04 -0.90
H: 0.22 1.86 -2.08
H: -1.27 2.46 0.56
H: -1.99 2.06 -0.98
H: -1.87 0.26 0.93
H: -1.27 -0.31 -0.54
H: 0.49 0.49 1.59
H: 2.01 1.48 0.12
H: 1.51 0.23 -1.11
O: 0.62 -2.65 -0.18
H: 0.14 -3.40 0.18
H: 0.36 -1.83 0.28
O: 0.22 -0.17 3.61
H: -0.32 0.48 4.07
H: 0.08 -1.05 3.96
O: -0.28 -1.65 -3.03
H: 0.16 -1.71 -2.17
H: -1.18 -1.40 -2.79

Results of the Mulliken charge analysis, in e, for atoms 1 through 4: -0.508 -0.442 -0.428 -0.372